# 1
ORCA calculation (wB97M-V/def2-TZVPD) on a molecular structure, C44H42BN6OSTc in a non-equilibrium geometry.

Results
LUMO level (spin up / spin down) (eV): -8.924 / -12.234
2S+1: 4
Gap between HOMO and LUMO (spin up / spin down) (eV): 6.45 / 3.14
Max |F| (eV/Å): 4.27
Molecular weight (g/mol): 811.7
Net charge: +3

```
96
Properties=species:S:1:pos:R:3:forces:R:3
Tc 0.0166 -0.9464 -0.1706 -0.98 3.39 0.91
C -1.3084 -4.1822 -4.0221 1.67 -0.45 -0.05
C -1.6455 -3.3301 -2.8307 0.78 0.13 0.46
C -2.8833 -2.7710 -2.4333 -0.18 -0.79 -0.58
C -2.6816 -2.0334 -1.2858 2.40 -0.41 0.52
N -1.3709 -2.1926 -0.8676 1.54 -1.12 -3.25
N -0.6953 -3.0092 -1.9315 -1.24 0.82 1.27
B 0.8839 -3.2404 -1.9495 -0.40 2.00 -0.81
N 1.3280 -3.4768 -0.4553 -1.29 2.35 2.71
N 0.8797 -2.4641 0.6170 0.88 -4.15 -0.50
C 1.0030 -3.1509 1.8024 0.00 1.63 -1.53
C 1.7062 -4.3324 1.5777 0.00 -0.39 0.16
C 1.8010 -4.4924 0.1971 1.49 -1.56 -1.32
C 2.3970 -5.6849 -0.4856 1.16 -0.05 1.80
C 0.4828 -2.7244 3.0362 -0.67 1.89 -0.28
C 0.5348 -3.5201 4.1672 0.50 -1.15 1.66
C -0.0272 -3.1562 5.3754 -0.72 -0.08 0.65
C -0.6915 -1.9313 5.4941 0.16 -0.04 -1.22
C -0.7633 -1.0926 4.3539 -0.07 0.79 -1.01
C -0.1951 -1.4714 3.1487 -0.58 -0.03 0.52
N 1.6198 -1.8930 -2.4748 2.14 0.60 2.00
N 1.4729 -0.8498 -1.4729 2.95 -0.56 -1.39
C 2.7326 -0.2272 -1.3008 -1.46 -2.12 -0.89
C 3.6491 -0.7736 -2.2391 -1.05 -0.10 -0.81
C 2.9954 -1.8664 -2.8541 -1.64 0.96 0.94
C 3.6471 -2.8950 -3.7164 0.24 -0.10 -0.66
C 2.9754 0.6599 -0.1626 1.08 1.04 -2.64
C 2.2044 0.5920 0.9666 -0.16 -0.24 1.22
C 2.4214 1.5334 1.9682 -0.62 0.39 0.45
C 3.3668 2.5556 1.8179 -0.25 -1.14 0.42
C 4.2137 2.5505 0.7095 0.29 -0.24 -1.01
C 3.9966 1.6488 -0.3551 -0.95 -0.39 2.43
C -3.5694 -1.2672 -0.4528 -1.73 -0.45 0.65
C -3.2317 -0.6469 0.7643 1.04 -0.99 -0.92
C -4.2567 -0.2114 1.5777 0.66 0.22 1.01
C -5.5809 -0.2269 1.1503 0.16 0.17 0.48
C -5.9137 -0.8329 -0.0522 -1.87 0.32 0.22
C -4.9360 -1.4394 -0.7703 1.85 0.51 -0.24
H -2.1717 -4.1985 -4.6767 0.12 -0.34 -0.20
H -0.3620 -3.8677 -4.6042 -1.68 0.14 0.91
H -0.9821 -5.2094 -3.6837 -0.88 0.85 -0.28
H -3.8559 -3.0311 -2.8664 0.70 0.38 -0.06
H 1.2975 -4.0456 -2.6911 -0.32 -0.80 0.10
H 2.1161 -4.9680 2.3294 0.06 -0.47 0.15
H 1.9510 -5.8346 -1.4442 -0.09 -0.39 -0.51
H 3.5276 -5.6023 -0.5435 -1.30 0.14 -0.15
H 2.2287 -6.5038 0.2416 -0.02 -0.03 -0.90
H 1.0622 -4.4526 4.1091 0.02 -0.39 0.09
H -0.1065 -3.8006 6.2676 0.61 0.06 -0.81
H -1.2074 -1.6637 6.3988 0.03 0.12 0.26
H -1.3041 -0.1283 4.3718 0.33 -0.71 0.26
H -0.3338 -0.8819 2.2319 0.13 0.03 0.79
H 4.6031 -0.3632 -2.6504 -0.79 -0.55 1.07
H 4.2809 -2.4186 -4.5109 -0.73 -0.30 0.64
H 4.3668 -3.4864 -3.1107 -0.55 0.24 -0.25
H 2.9054 -3.5652 -4.1895 0.53 0.35 0.21
H 1.5628 -0.2980 1.2236 0.53 0.77 -0.32
H 1.8295 1.4975 2.9017 0.41 -0.03 -0.59
H 3.4629 3.1915 2.6923 0.40 0.30 -0.42
H 5.0929 3.1959 0.6307 -0.53 0.09 0.19
H 4.6772 1.6247 -1.1933 -0.24 0.03 -0.16
H -2.1336 -0.6459 1.0531 -1.61 0.19 0.09
H -4.0140 0.0572 2.6194 -0.26 0.28 -0.68
H -6.3060 0.2038 1.8357 -0.17 -0.19 -0.35
H -6.9613 -0.8867 -0.4235 0.86 0.05 0.58
H -5.1330 -2.0432 -1.6200 -0.58 -0.18 -0.60
O -0.7485 0.9507 -0.1378 0.01 1.58 -0.21
S -0.3193 2.4762 0.1438 -0.44 -0.28 0.45
C -1.4615 2.9142 1.5659 -0.43 -0.47 0.35
C -1.2711 4.1914 2.3427 1.53 1.36 -1.19
C 0.0431 4.6139 2.6287 -1.13 1.01 1.56
C 0.2187 5.8224 3.3808 1.80 -1.65 -1.51
C -0.8449 6.6679 3.5713 -0.48 1.29 0.94
C -2.1576 6.2862 3.2336 0.24 -0.26 0.32
C -2.3594 5.0575 2.6113 0.46 -0.30 -0.15
C -1.0267 3.5306 -1.1815 -1.81 0.19 1.18
C -0.2982 3.4156 -2.4573 -1.30 0.05 -0.94
C -0.9504 2.8891 -3.5766 0.43 -1.16 -0.15
C -0.2830 2.6872 -4.7994 0.13 0.11 1.05
C 0.9996 3.2257 -4.9265 0.56 -0.29 -0.08
C 1.6152 3.7925 -3.8049 -0.61 -0.05 -0.55
C 0.9626 3.9083 -2.5953 1.41 0.82 0.88
H -1.2893 2.0875 2.2930 -0.38 0.08 -0.87
H -2.4733 2.9524 1.1399 0.19 -0.70 0.13
H 0.9252 4.0372 2.3586 -0.24 -0.09 0.08
H 1.2960 6.0046 3.6676 -1.57 0.43 -0.20
H -0.6764 7.6774 4.0194 -0.19 -1.09 -0.26
H -3.0141 6.9116 3.5454 0.64 -0.32 -0.57
H -3.3501 4.7735 2.2728 -0.04 -0.06 0.22
H -1.0807 4.5636 -0.7318 0.51 -0.89 -0.21
H -2.0979 3.2291 -1.2580 0.69 0.01 -0.09
H -1.9446 2.4777 -3.4477 -0.06 0.04 -0.06
H -0.7142 1.9850 -5.5101 -0.06 0.73 -0.30
H 1.5958 3.1898 -5.8604 -0.67 -0.21 0.63
H 2.6072 4.1483 -3.8897 0.83 0.46 -0.16
H 1.4272 4.4502 -1.7373 -0.16 -0.62 -0.77
```
Positions in Å, forces in eV/Å.

# 2
ORCA calculation (wB97M-V/def2-TZVPD) on a molecular structure, C44H42ClMnN3P2.

Results
LUMO level (spin up / spin down) (eV): -4.454 / -4.785
2S+1: 2
Gap between HOMO and LUMO (spin up / spin down) (eV): 8.64 / 8.46
Max |F| (eV/Å): 0.84
Molecular weight (g/mol): 765.2
Net charge: +2

```
93
Properties=species:S:1:pos:R:3:forces:R:3
Mn 0.9442 -0.7918 -0.0178 0.59 0.06 0.01
N -1.3068 -2.4525 1.1604 -0.13 0.07 0.07
P -0.7787 -0.8801 1.5787 0.37 -0.19 -0.40
C -0.4902 -0.9519 3.3632 -0.06 0.10 0.04
C -1.5498 -1.2637 4.2215 0.02 0.00 0.05
C -1.3344 -1.3528 5.5856 -0.01 -0.01 0.00
C -0.0630 -1.1284 6.1073 -0.02 0.00 0.01
C 0.9931 -0.8250 5.2631 -0.02 -0.02 -0.09
C 0.7816 -0.7357 3.8900 -0.06 0.01 0.06
C -2.3051 0.0863 1.4216 0.00 0.00 0.01
C -3.2555 -0.2327 0.4520 -0.06 0.03 0.05
C -4.4105 0.5327 0.3322 0.06 -0.01 0.02
C -4.6145 1.6215 1.1678 0.01 0.02 -0.01
C -3.6562 1.9611 2.1162 0.06 0.01 -0.03
C -2.5021 1.2007 2.2399 -0.07 0.01 -0.01
C -0.5420 -3.3261 0.4220 0.06 0.03 -0.02
C -0.9505 -4.6491 0.2211 -0.02 -0.05 0.06
C -0.1865 -5.4642 -0.5785 -0.02 -0.08 -0.02
C 0.9742 -4.9654 -1.1765 -0.01 -0.09 0.02
C 1.3113 -3.6629 -0.9302 0.02 0.03 0.12
N 0.5799 -2.8478 -0.1363 -0.14 0.31 -0.32
H -2.1433 -2.8304 1.5820 0.03 -0.09 0.03
H -2.5483 -1.4292 3.8277 0.04 0.04 0.02
H -2.1564 -1.5953 6.2468 0.02 0.01 -0.01
H 0.0986 -1.1946 7.1762 0.00 -0.01 -0.05
H 1.9862 -0.6721 5.6663 -0.03 0.03 -0.01
H 1.6084 -0.5096 3.2302 0.01 -0.01 0.02
H -3.0961 -1.0714 -0.2148 -0.08 0.03 0.14
H -5.1535 0.2714 -0.4117 0.05 0.00 0.04
H -5.5233 2.2046 1.0855 0.04 -0.01 0.00
H -3.8185 2.8074 2.7719 0.01 -0.02 -0.02
H -1.7677 1.4569 2.9953 -0.06 -0.05 0.06
H -1.8547 -5.0107 0.6954 0.05 0.02 -0.03
H -0.4870 -6.4918 -0.7428 0.01 0.04 0.00
H 1.5984 -5.5813 -1.8079 -0.03 0.02 0.01
H 2.2007 -3.2221 -1.3614 -0.03 -0.02 0.02
Cl 2.8595 -0.6546 -1.7271 0.19 0.02 -0.06
C 2.2297 -0.9637 -3.3344 -0.05 -0.20 -0.06
C 3.0722 -1.3929 -4.3394 0.11 0.01 0.05
C 2.5117 -1.7216 -5.5676 -0.07 0.01 -0.01
C 1.1394 -1.6251 -5.7644 0.01 0.00 0.04
C 0.3142 -1.1788 -4.7398 0.00 0.12 -0.20
C 0.8616 -0.8199 -3.5136 0.01 -0.08 0.19
P -0.0907 -0.2557 -2.0850 -0.71 0.21 0.39
C -0.0912 1.5602 -2.1279 -0.01 0.03 -0.03
C 0.4654 2.3132 -3.1556 0.06 0.04 0.02
C 0.3865 3.7022 -3.1211 0.01 -0.03 -0.01
C -0.2758 4.3385 -2.0803 0.00 0.00 -0.01
C -0.8428 3.5887 -1.0539 0.01 -0.03 -0.03
C -0.7311 2.2057 -1.0646 -0.06 0.05 -0.10
C -1.7997 -0.7093 -2.4775 0.09 -0.12 -0.20
C -2.1514 -2.0483 -2.2978 0.00 -0.10 -0.13
C -3.4159 -2.4937 -2.6506 0.03 0.01 0.02
C -4.3407 -1.5994 -3.1793 0.00 0.03 0.02
C -3.9999 -0.2637 -3.3473 0.04 0.00 0.04
C -2.7292 0.1843 -3.0014 -0.05 -0.03 -0.01
H 4.1371 -1.4804 -4.1649 -0.04 -0.03 -0.01
H 3.1524 -2.0730 -6.3662 -0.02 0.03 0.02
H 0.7074 -1.9009 -6.7174 0.02 0.01 0.02
H -0.7549 -1.0990 -4.9002 0.04 -0.01 0.03
H 0.9520 1.8211 -3.9899 0.00 0.02 0.02
H 0.8230 4.2855 -3.9222 -0.02 -0.02 0.02
H -0.3695 5.4179 -2.0816 0.01 -0.03 0.01
H -1.3947 4.0821 -0.2604 0.01 -0.03 -0.02
H -1.1882 1.6184 -0.2749 -0.02 0.03 0.00
H -1.4268 -2.7497 -1.8940 -0.05 0.03 -0.09
H -3.6810 -3.5357 -2.5194 0.01 0.03 -0.01
H -5.3249 -1.9470 -3.4677 0.02 0.02 0.03
H -4.7209 0.4322 -3.7576 0.02 -0.02 0.00
H -2.4710 1.2270 -3.1429 0.00 -0.03 -0.01
C 1.6855 4.8645 1.4465 0.05 -0.06 0.05
N 1.9607 3.4635 1.8771 -0.13 -0.02 -0.06
C 0.7504 2.8248 2.4757 0.08 0.07 -0.09
C 2.5225 2.6229 0.7429 0.07 0.02 0.07
C 3.1149 1.3436 1.2584 0.00 0.11 -0.01
C 4.2954 1.4377 2.0028 0.06 -0.04 0.01
C 4.9277 0.3035 2.4838 -0.02 0.08 0.03
C 4.3859 -0.9398 2.1854 -0.11 0.00 -0.05
C 3.2152 -1.0174 1.4391 0.26 0.09 0.18
C 2.5257 0.1152 0.9655 -0.35 -0.32 0.26
H 1.3062 5.4326 2.2918 -0.02 -0.01 0.01
H 0.9482 4.8325 0.6496 -0.02 -0.01 -0.03
H 2.6072 5.3096 1.0812 0.01 0.00 0.00
H 2.6816 3.4853 2.5987 0.05 -0.02 0.03
H -0.0456 2.8617 1.7341 0.02 0.01 0.00
H 0.4632 3.3731 3.3694 -0.01 0.02 0.00
H 0.9852 1.7925 2.7210 0.03 -0.02 0.01
H 3.2766 3.2417 0.2565 -0.02 0.06 0.01
H 1.7028 2.4464 0.0503 -0.09 0.01 -0.04
H 4.7512 2.4094 2.1854 0.00 -0.02 -0.02
H 5.8379 0.3863 3.0644 -0.02 -0.01 -0.06
H 4.8803 -1.8425 2.5236 -0.04 0.02 0.01
H 2.8271 -2.0156 1.2423 -0.02 -0.08 -0.05
```
Positions in Å, forces in eV/Å.

# 3
ORCA calculation (wB97M-V/def2-TZVPD) on a molecular structure, C44H42ClN2O4S2SbSiZr in a non-equilibrium geometry.

Results
Energy relative to the best compared isomer or geometry (same formula, charge and spin) (kJ/mol): 174.8
LUMO level (eV): -0.907
2S+1: 1
Gap between HOMO and LUMO (eV): 7.14
Max |F| (eV/Å): 2.51
Molecular weight (g/mol): 1003.5

```
98
Properties=species:S:1:pos:R:3:forces:R:3
Zr -0.2746 -0.6669 -0.3753 -0.09 0.38 -0.65
C -1.8045 -2.4031 3.2393 0.15 -0.15 -0.32
C -0.8622 -1.7551 2.2623 0.11 -0.83 0.07
N -0.7042 -2.2075 1.0516 -0.68 -0.46 0.56
N -1.3107 -3.3611 0.6560 -0.40 -0.88 0.24
C -1.0809 -3.7186 -0.5697 -0.04 0.20 0.94
S -0.2453 -2.8273 -1.7754 0.34 -0.53 -0.58
S -1.6418 -5.3189 -1.0181 -0.14 -0.36 -0.05
C -1.2614 -6.2394 0.5363 -0.21 0.45 -0.42
C 0.2156 -6.2732 0.7526 0.16 -0.09 0.10
C 0.8210 -5.5156 1.7468 -0.05 -0.05 0.02
C 2.1966 -5.5374 1.9075 0.15 0.02 0.01
C 2.9857 -6.3103 1.0728 0.05 0.06 0.07
C 2.3901 -7.0658 0.0757 0.03 -0.08 -0.09
C 1.0168 -7.0475 -0.0817 0.03 0.03 0.08
C 0.0183 -0.6799 2.6845 0.54 0.37 -0.22
C -0.1559 -0.0267 3.9126 0.06 -0.05 -0.12
C 0.7681 0.8779 4.3849 -0.15 -0.05 0.12
C 1.9402 1.1030 3.6716 -0.08 -0.19 -0.11
C 2.1449 0.4839 2.4586 -0.02 -0.20 -0.20
C 1.1747 -0.3620 1.8987 0.15 -0.17 1.44
O 1.3643 -0.8709 0.6977 1.48 0.24 1.16
H -2.2169 -3.3022 2.7853 -0.01 0.08 0.08
H -2.6215 -1.7171 3.4641 -0.01 0.06 0.06
H -1.2904 -2.6571 4.1662 -0.02 0.07 0.00
H -1.6672 -7.2331 0.3576 -0.06 -0.04 0.03
H -1.7995 -5.7499 1.3426 0.02 -0.12 0.08
H 0.2186 -4.9063 2.4036 -0.14 0.06 0.04
H 2.6573 -4.9446 2.6845 0.01 0.06 0.07
H 4.0595 -6.3247 1.1993 0.04 0.01 0.00
H 3.0013 -7.6667 -0.5833 0.01 -0.05 -0.03
H 0.5560 -7.6307 -0.8652 -0.06 -0.06 -0.12
H -1.0305 -0.2408 4.5083 -0.13 0.00 0.01
H 0.5803 1.4014 5.3087 0.02 0.01 0.13
H 2.6932 1.7640 4.0737 0.08 0.11 -0.01
H 3.0418 0.6545 1.8782 0.03 0.04 0.01
Cl -5.7087 -1.8788 -5.1580 -0.14 -0.05 -0.17
C -4.6760 -1.5856 -3.8034 0.25 0.18 0.03
C -5.0054 -2.1397 -2.5533 0.17 0.18 -0.09
C -4.2191 -1.9064 -1.4618 0.32 0.14 0.23
C -3.0249 -1.1331 -1.5425 -0.62 0.06 -0.87
O -2.3280 -0.8939 -0.4915 -0.86 -0.02 0.03
C -2.6927 -0.6025 -2.8409 -0.27 -0.29 0.61
C -1.5168 0.1567 -3.0387 -0.10 0.07 -0.43
O -0.5685 0.2594 -2.2335 -0.83 0.56 -1.64
C -3.5546 -0.8191 -3.9403 -0.05 -0.12 0.10
H -5.8967 -2.7415 -2.4658 -0.08 -0.07 0.02
H -4.4793 -2.3197 -0.4987 0.02 -0.03 0.08
H -1.4317 0.6953 -3.9990 0.06 -0.09 0.24
H -3.2917 -0.3957 -4.8979 -0.02 0.04 -0.14
C 3.9384 0.9520 -3.0544 -0.41 0.24 0.48
Sb 2.3180 -0.0057 -1.9538 1.65 -1.05 -1.58
C 3.6156 -1.6188 -1.3180 -0.24 0.28 0.06
C 1.7588 -1.0555 -3.7901 -0.03 0.18 0.27
H 4.4730 0.2237 -3.6509 -0.08 -0.31 -0.03
H 4.6210 1.4112 -2.3512 0.14 0.12 0.14
H 3.5387 1.7231 -3.7023 -0.10 0.15 -0.11
H 4.0943 -2.0668 -2.1861 -0.02 0.01 -0.05
H 3.0357 -2.3631 -0.7757 0.01 -0.01 -0.02
H 4.3785 -1.2128 -0.6598 0.10 0.00 0.14
H 2.6006 -1.6658 -4.1146 0.02 0.03 0.02
H 1.5250 -0.3311 -4.5676 -0.02 0.11 -0.06
H 0.8943 -1.6973 -3.6357 0.08 0.04 -0.11
O -0.5834 1.1204 0.3123 -0.27 0.10 0.11
Si -0.3070 2.6830 0.3031 0.19 2.25 0.23
C -1.2048 3.6281 -1.0901 0.29 -0.48 0.36
C -2.3189 3.1139 -1.7442 -0.05 -0.21 0.12
C -2.9926 3.8529 -2.7041 -0.14 -0.06 -0.14
C -2.5488 5.1205 -3.0455 -0.05 0.01 0.01
C -1.4417 5.6487 -2.4029 -0.02 0.15 -0.07
C -0.7894 4.9121 -1.4327 0.14 -0.01 0.11
C 1.5269 3.1981 0.1150 -0.63 -0.13 0.08
C 2.3168 3.4435 1.2335 -0.09 0.05 0.09
C 3.6266 3.8752 1.1136 0.15 -0.01 0.09
C 4.1705 4.0929 -0.1405 0.07 0.03 -0.01
C 3.3938 3.8879 -1.2694 0.01 -0.01 -0.10
C 2.0916 3.4317 -1.1389 -0.11 0.07 -0.10
C -0.9739 3.3500 1.9517 0.35 -0.29 -0.57
C -1.9050 2.6075 2.6695 -0.03 -0.16 -0.16
C -2.4061 3.0659 3.8747 -0.13 -0.01 0.10
C -1.9721 4.2777 4.3869 -0.02 0.00 0.10
C -1.0538 5.0347 3.6787 0.02 0.16 0.08
C -0.5696 4.5737 2.4682 0.06 0.07 -0.05
H -2.6659 2.1189 -1.4814 -0.10 0.03 -0.02
H -3.8688 3.4422 -3.1879 -0.04 -0.05 -0.03
H -3.0666 5.7006 -3.7971 -0.04 -0.01 -0.04
H -1.0845 6.6373 -2.6553 0.00 0.07 -0.02
H 0.0706 5.3390 -0.9369 0.12 0.10 0.03
H 1.8879 3.3135 2.2159 0.02 -0.01 0.09
H 4.2208 4.0541 1.9998 0.03 0.02 0.05
H 5.1901 4.4378 -0.2410 0.06 0.04 0.01
H 3.8026 4.1032 -2.2474 0.01 -0.06 -0.06
H 1.4840 3.2968 -2.0283 0.03 -0.02 -0.02
H -2.2331 1.6581 2.2630 -0.05 -0.07 0.07
H -3.1392 2.4836 4.4167 -0.03 -0.05 0.04
H -2.3493 4.6332 5.3353 -0.04 0.03 0.06
H -0.7176 5.9858 4.0682 0.01 0.05 0.04
H 0.1392 5.1683 1.9107 0.13 0.16 0.00
```
Positions in Å, forces in eV/Å.